# 1
{"formula": "C25H27NO6", "method": "wB97M-V/def2-TZVPD", "total_charge": 0, "energy_ha": -1475.0990, "e_homo_ev": -8.29, "smiles": "Cc1cc(=O)oc2c3c(cc(OCC(=O)Nc4ccc(CCO)cc4)c12)OC(C)(C)CC3", "lumo_energy_ev": 0.4, "e_above_lowest_kj_mol": 31.3, "symbols": ["H", "C", "C", "H", "C", "H", "C", "O", "H", "H", "H", "H", "C", "O", "H", "C", "H", "C", "C", "N", "C", "H", "C", "C", "H", "H", "H", "O", "C", "H", "H", "C", "H", "H", "C", "H", "C", "C", "O", "C", "H", "O", "C", "H", "C", "H", "C", "H", "C", "H", "H", "C", "H", "H", "C", "C", "H", "C", "O"], "coordinates": [[-3.09714, 2.18902, -1.78981], [4.30788, -0.03520, -1.13987], [0.96911, -1.66222, 2.46820], [-2.34565, 4.53153, 2.29876], [-2.91526, 0.87591, -0.11225], [3.20196, -0.79401, -2.81099], [-3.28964, -0.42004, -0.47215], [-1.53196, 2.22724, 1.33240], [-3.31225, -4.96860, -0.15487], [5.17388, 0.55816, 0.71704], [5.06252, 0.72905, -2.99186], [-4.55470, -3.80768, -1.68107], [-3.29037, 3.31365, 0.05543], [-5.47748, -1.65846, -2.84500], [-0.63277, 4.55849, 1.88309], [6.61893, -0.38821, -2.02629], [-0.87293, 2.53802, -1.20878], [-1.44889, -0.08538, 1.55025], [-4.15996, -2.87610, -1.30789], [1.24938, -1.76134, 1.14927], [3.25050, -0.71212, -1.73437], [1.42830, -1.79248, -1.44101], [-0.84775, 3.45501, -0.62574], [-2.79044, -4.13220, 0.30307], [0.16135, 3.58219, -0.24120], [5.74306, 1.49681, -1.54057], [7.95208, -1.04326, -0.75887], [1.66122, -1.14719, 3.31665], [-1.98120, 1.03586, 0.90330], [-3.93908, 3.27973, 0.93391], [-4.59539, 1.89550, -0.92842], [3.35886, -0.51714, 1.02806], [0.55793, -2.23641, 0.58192], [-3.52939, 4.21354, -0.51058], [-4.67365, -1.69081, -1.94532], [-0.16875, -3.33619, 3.18830], [-3.25010, -2.84758, -0.30366], [-1.81784, -1.36224, 1.18982], [-4.19419, -0.49553, -1.47217], [-3.52640, 2.06752, -0.79171], [3.39891, -0.44310, 2.10166], [-1.27387, -2.47603, 1.76642], [4.34723, 0.04985, 0.24602], [-0.81710, -1.75432, 3.66593], [-1.83782, 3.38402, 0.54082], [6.28535, -1.39875, -2.30301], [-0.37286, -2.31900, 2.83844], [-1.78645, 5.50633, 0.93110], [5.41015, 0.55253, -1.97305], [-1.71994, -4.26371, 0.16127], [-1.08836, 4.29443, -1.27202], [-1.63913, 4.57762, 1.47423], [-0.72662, 0.10449, 2.32627], [-2.98125, -4.13524, 1.37359], [-2.76558, -1.56789, 0.15397], [2.25197, -1.27700, -0.96532], [7.32379, -0.03248, -2.79324], [2.29823, -1.18159, 0.42256], [7.23958, -0.39701, -0.76065]], "nbo_charge": [0.217, -0.040, 0.652, 0.216, -0.115, 0.209, 0.360, -0.492, 0.216, 0.224, 0.214, 0.229, -0.425, -0.570, 0.220, -0.048, 0.217, -0.363, -0.364, -0.599, -0.191, 0.206, -0.640, -0.636, 0.222, 0.221, 0.473, -0.602, 0.361, 0.212, 0.237, -0.188, 0.408, 0.220, 0.740, 0.223, 0.103, 0.337, -0.465, -0.431, 0.244, -0.509, -0.198, 0.212, 0.269, 0.160, -0.164, 0.213, -0.435, 0.228, 0.215, -0.612, 0.240, 0.235, -0.182, -0.245, 0.159, 0.128, -0.727]}

=====

# 2
{"formula": "C25H28AsN5O8Sc", "method": "wB97M-V/def2-TZVPD", "total_charge": 1, "energy_ha": -4841.4416, "e_homo_ev": -12.41, "lumo_energy_ev": -4.9, "symbols": ["H", "C", "H", "Sc", "C", "H", "C", "H", "C", "C", "O", "H", "C", "H", "C", "H", "C", "C", "C", "C", "C", "O", "H", "C", "H", "C", "C", "C", "H", "C", "N", "H", "C", "C", "H", "H", "H", "O", "H", "C", "C", "H", "H", "O", "N", "C", "H", "C", "O", "H", "C", "H", "O", "H", "N", "O", "N", "H", "H", "As", "C", "H", "H", "H", "O", "H", "N", "H"], "coordinates": [[0.82596, -1.81401, 0.90587], [-1.31683, 4.65600, -0.71575], [1.60177, 0.96833, 4.26481], [-1.28767, 0.13073, -0.57179], [-1.69398, 3.32039, -0.69056], [-3.32326, -0.92517, 4.66195], [0.21125, -2.37094, -2.56172], [2.01750, 4.12783, -0.42889], [2.04206, -0.56298, -0.34855], [-2.80570, -1.30868, 2.56994], [4.38075, -2.73442, -4.65028], [-3.32051, 2.99384, 4.23630], [2.17148, -1.26385, -4.23413], [-2.73446, 3.02964, -0.75989], [4.14401, -1.45245, -1.04451], [1.52214, -4.07670, -2.42027], [1.34990, -3.10659, -2.86383], [1.76312, -1.71650, 0.37382], [-0.71172, -2.82040, -1.45590], [3.22829, -0.41337, -1.05616], [-3.62164, 0.31363, -1.43563], [1.53393, 1.22863, -5.24750], [5.06638, -1.35975, -1.60189], [2.69600, -2.74176, 0.39212], [2.95200, -0.83049, -4.84138], [3.87762, -2.61357, -0.32728], [-2.94843, -1.72778, 4.02806], [0.48882, 2.64963, -0.49375], [-4.62749, 0.17263, -1.84578], [-2.89075, 2.00098, 4.09794], [3.57972, -3.24707, -3.89994], [-0.89069, -0.57089, -2.95452], [1.01783, -0.57768, -3.91332], [0.95531, 3.94680, -0.49970], [3.41439, 0.49121, -1.61964], [1.39359, 1.01750, 2.51929], [-0.72066, 0.01860, 4.53762], [0.14663, 1.52272, -3.61891], [0.42824, 2.06862, 3.55878], [0.03175, -1.11436, -3.11356], [-0.20278, -0.01646, 3.57831], [-3.33108, 1.85600, 1.97599], [-2.04935, 1.91579, 4.78638], [-0.93904, -3.96733, -1.19675], [1.03921, 0.46264, -0.37671], [0.02558, 4.97304, -0.61574], [-2.44988, -2.14646, 1.96521], [-2.46962, 1.81349, 2.64586], [-1.15374, -1.78103, -0.74753], [-3.75706, -0.99999, 2.13422], [0.86131, 1.07003, 3.47186], [-1.79090, 2.61361, 2.33495], [-3.43784, 0.35049, -0.18919], [2.48978, -3.64441, 0.94984], [0.88825, 0.83640, -4.30914], [-2.62910, 0.42795, -2.21103], [1.47893, 1.62546, -0.41259], [-3.64637, 1.27595, 4.39670], [-3.65260, -2.55721, 4.10031], [-1.55466, 0.14732, 2.19508], [2.30132, -2.52738, -3.68475], [0.35144, 6.00379, -0.63619], [-2.07174, 5.42141, -0.81742], [-2.00379, -2.07332, 4.44802], [3.73753, -4.28183, -3.29005], [0.23818, -1.01133, 3.48588], [-0.80938, 2.33155, -0.57347], [4.59072, -3.42651, -0.33950]], "nbo_charge": [0.237, -0.222, 0.234, 1.681, 0.106, 0.209, -0.057, 0.257, 0.133, -0.690, -0.352, 0.228, -0.164, 0.226, -0.210, 0.281, -0.147, -0.225, 0.780, -0.214, 0.665, -0.320, 0.239, -0.193, 0.289, -0.169, -0.619, 0.290, 0.159, -0.620, 0.529, 0.253, 0.033, -0.190, 0.238, 0.201, 0.235, -0.393, 0.208, -0.199, -0.705, 0.243, 0.208, -0.534, -0.217, -0.117, 0.244, -0.698, -0.871, 0.245, -0.616, 0.218, -0.724, 0.237, 0.534, -0.731, -0.095, 0.215, 0.234, 0.885, 0.043, 0.246, 0.250, 0.209, -0.353, 0.235, -0.558, 0.241]}

=====

# 3
{"formula": "C25H28BClN8O3Ti", "method": "wB97M-V/def2-TZVPD", "total_charge": 2, "energy_ha": -2967.4132, "e_homo_ev": -13.51, "lumo_energy_ev": -8.3, "e_above_lowest_kj_mol": 0.0, "symbols": ["N", "H", "N", "H", "N", "H", "C", "H", "C", "C", "H", "C", "C", "C", "C", "C", "H", "H", "C", "N", "C", "C", "H", "H", "H", "H", "H", "C", "C", "O", "Cl", "H", "C", "B", "O", "N", "H", "Ti", "H", "O", "H", "C", "C", "H", "N", "C", "C", "C", "H", "C", "H", "H", "N", "C", "H", "H", "H", "N", "H", "H", "C", "H", "H", "C", "C", "H", "C"], "coordinates": [[3.73378, 1.45997, 2.45860], [-1.25977, -3.11567, 1.93681], [2.79365, 0.48113, -0.52953], [-4.43784, 0.49611, 0.43646], [0.33814, 1.93241, -1.13933], [1.46967, 4.19580, 0.83714], [0.93550, 3.66022, 0.06681], [-3.17633, -2.26855, -2.55961], [5.68853, 1.78141, 3.90119], [-4.98099, -3.28356, 0.90862], [5.78713, 3.94649, 1.81994], [1.18323, 0.05100, 2.72679], [-3.31540, -1.18618, -2.45384], [-4.73298, -1.08244, 1.87068], [-4.57467, -0.56492, 0.59667], [-0.23010, -1.28044, 1.65985], [1.81863, 0.56056, 3.42900], [-3.36117, -0.79117, -3.47600], [-4.61175, -1.41013, -0.50241], [1.15795, 2.36166, -0.11862], [4.82019, 2.14604, 2.74920], [-5.04343, -3.67932, -1.56738], [-4.72715, -0.44095, 2.74087], [-5.72982, -4.48472, -1.31326], [0.02291, -1.47429, 3.83772], [5.16274, -1.04782, -2.16088], [-4.10768, -4.15097, -1.87925], [2.50977, -1.84739, -3.29494], [3.94475, 3.12243, 0.97154], [-1.93402, 0.12075, -0.89024], [-5.05648, -3.13057, 3.59801], [-2.23845, -1.83277, 1.22200], [4.09069, 0.23149, -0.70732], [2.13579, 1.35318, 0.59708], [-0.89055, -0.98531, -2.42285], [2.07595, -0.24565, -1.44606], [-0.39332, 5.10885, -0.94550], [0.11199, -0.02609, -1.13111], [-2.29179, 3.34031, -2.44473], [-4.45592, -0.80882, -1.76263], [-1.52029, 1.85368, -3.00669], [4.24060, -0.65904, -1.76498], [-4.85811, -2.77350, -0.38416], [4.82398, 0.70358, -0.07076], [0.35707, -0.44708, 0.75716], [4.99905, 3.21263, 1.82957], [0.26887, -0.98768, 2.90989], [-0.37945, 2.99538, -1.58237], [-5.46423, -3.14474, -2.41885], [2.96038, -0.94087, -2.20564], [1.71160, -1.40407, -3.89019], [-5.17541, -4.33846, 1.05138], [3.16234, 2.07337, 1.37387], [-4.90449, -2.45303, 2.01295], [-0.94877, 3.40843, -3.58774], [6.64332, 1.38376, 3.55599], [5.20713, 1.03074, 4.52387], [1.23086, 0.38228, 1.43936], [3.34195, -2.06718, -3.95918], [-1.02790, -2.69117, 0.24850], [-1.24310, -2.28136, 1.23862], [5.90175, 2.65816, 4.51186], [3.70230, 3.72067, 0.10523], [-1.33913, 2.88683, -2.71341], [-2.05040, -0.64357, -1.86751], [2.15020, -2.79412, -2.88777], [-0.02150, 4.10432, -0.83849]], "nbo_charge": [-0.315, 0.272, -0.327, 0.237, -0.420, 0.266, 0.098, 0.243, -0.650, -0.224, 0.254, 0.132, -0.179, -0.243, -0.252, 0.262, 0.287, 0.263, 0.298, -0.315, 0.186, -0.648, 0.245, 0.252, 0.272, 0.270, 0.217, -0.665, -0.045, -0.605, 0.042, 0.271, 0.109, 0.915, -0.663, -0.440, 0.273, 1.902, 0.269, -0.495, 0.210, -0.305, -0.066, 0.265, -0.438, -0.306, -0.304, 0.254, 0.234, 0.253, 0.239, 0.243, -0.442, -0.024, 0.271, 0.241, 0.237, -0.316, 0.266, 0.217, -0.665, 0.243, 0.226, -0.652, 0.813, 0.251, -0.300]}

=====

Calculated values (hartree/bohr) of largest force on an atom for the records, taken in order: 0.0196, 0.0109, 0.0079.